A structure of composition C27H22N4O4RuS2. Source: OMol25; level of theory: ωB97M-V/def2-TZVPD.

Atoms and positions in Å:
Ru: -0.5020 0.5258 0.0467
O: -1.8024 4.5089 0.9849
S: -1.9277 3.0932 1.0339
O: -2.5305 2.3999 2.1196
N: -0.4071 2.3712 0.8148
C: 0.7621 2.7872 1.3161
C: 1.0158 3.9451 2.0760
C: 2.3074 4.2017 2.5236
C: 3.3531 3.3482 2.2323
C: 3.1380 2.1648 1.4696
C: 4.1480 1.2437 1.1439
C: 3.8279 0.1191 0.4171
C: 2.5060 -0.0935 0.0348
N: 1.5311 0.7621 0.3281
C: 1.8421 1.8883 1.0263
C: -2.5849 2.4738 -0.4886
C: -2.7509 1.0860 -0.6277
C: -3.2059 0.5770 -1.8420
C: -3.4924 1.4438 -2.8870
C: -3.3292 2.8137 -2.7262
C: -2.8597 3.3409 -1.5268
H: 0.2083 4.6267 2.3017
H: 2.4922 5.0906 3.1103
H: 4.3529 3.5661 2.5848
H: 5.1666 1.4229 1.4644
H: 4.5805 -0.6065 0.1448
H: 2.2208 -0.9778 -0.5197
H: -2.7177 0.4246 0.2560
H: -3.3707 -0.4867 -1.9539
H: -3.8601 1.0539 -3.8261
H: -3.5675 3.4837 -3.5413
H: -2.7154 4.4050 -1.3962
C: 0.4466 -6.1513 6.1292
C: 0.3230 -4.8200 5.4526
C: 1.4371 -4.2097 4.8673
C: 1.3399 -2.9607 4.2826
C: 0.1063 -2.3185 4.2758
C: -1.0197 -2.8951 4.8533
C: -0.9003 -4.1440 5.4360
S: -0.0490 -0.7727 3.4957
O: -1.2343 -0.1058 3.9148
O: 1.2155 -0.1051 3.4462
N: -0.3420 -1.0208 1.8450
C: -0.4551 -2.0634 1.0415
C: -0.4598 -3.4513 1.3219
C: -0.5894 -4.3372 0.2688
C: -0.7050 -3.8552 -1.0266
C: -0.6912 -2.4689 -1.2492
N: -0.5764 -1.6053 -0.2678
H: 1.3147 -6.7012 5.7708
H: -0.4437 -6.7588 5.9732
H: 0.5627 -6.0081 7.2053
H: 2.3951 -4.7131 4.8914
H: 2.2103 -2.4763 3.8601
H: -1.9611 -2.3615 4.8625
H: -1.7655 -4.5969 5.9033
H: -0.3745 -3.7907 2.3433
H: -0.6018 -5.4023 0.4562
H: -0.8100 -4.5218 -1.8707
H: -0.7771 -2.0727 -2.2538

Values from the calculation:
Highest occupied orbital energy (spin up / spin down), hartree: -0.519 / -0.535
Spin multiplicity: 5
Total charge: +2
HOMO-LUMO gap (spin up / spin down), eV: 7.742 / 5.787

Atom charges from the Mulliken analysis, given in e for atoms 1 to 4: 0.38 -0.65 1.21 -0.60